Molecular formula: C34H45InN7OS3
Method: DFT, ωB97M-V with the def2-TZVPD basis set

CARTESIAN COORDINATES (ANGSTROEM)
In 0.2603 -0.0784 0.6767
C -0.4656 1.2505 5.0095
C -0.7780 0.0839 5.7014
C -0.6148 -1.1276 5.0703
C -0.1178 -1.1817 3.7570
N 0.1619 -0.0387 3.0905
C -0.0157 1.1346 3.7140
N 0.0763 -2.4580 3.2657
C 0.7032 -2.7557 2.1857
N 1.2143 -1.8962 1.2444
C 1.9391 -2.5955 0.3249
N 2.6698 -2.1081 -0.6208
C 2.9752 -0.7771 -0.7440
C 4.0202 -0.4941 -1.6443
C 4.5149 0.7809 -1.7678
C 3.9826 1.7917 -0.9693
C 2.9376 1.4758 -0.1361
N 2.4092 0.2413 -0.0412
C 1.8356 -4.0347 0.6356
C 2.3813 -5.1566 0.0447
C 2.1256 -6.3881 0.6389
C 1.3638 -6.4843 1.7993
C 0.8301 -5.3503 2.4032
C 1.0693 -4.1332 1.8001
H -0.5891 2.2221 5.4658
H -1.1409 0.1271 6.7197
H -0.8458 -2.0667 5.5503
H 0.2198 2.0146 3.1242
H 4.4241 -1.3295 -2.1964
H 5.3134 0.9970 -2.4655
H 4.3677 2.8004 -1.0043
H 2.4804 2.2290 0.4892
H 2.9908 -5.0736 -0.8458
H 2.5302 -7.2899 0.1987
H 1.1924 -7.4538 2.2476
H 0.2529 -5.4123 3.3161
C 0.0002 6.1560 2.5673
C 0.9023 5.6703 1.4393
S 0.6024 3.9373 0.9377
C -0.0083 4.0903 -0.7697
C -1.4362 4.6051 -0.8796
S -2.6243 3.4480 -0.1284
C -3.4253 4.4318 1.1804
C -2.5291 4.8185 2.3520
S -1.7308 6.4481 2.0861
H 0.3520 7.1309 2.9063
H 0.0147 5.4695 3.4134
H 1.9437 5.7128 1.7617
H 0.7873 6.2936 0.5535
H 0.0669 3.0801 -1.1772
H 0.6801 4.7421 -1.3103
H -1.7028 4.7106 -1.9328
H -1.5512 5.5667 -0.3887
H -4.2230 3.7739 1.5262
H -3.8788 5.3089 0.7187
H -1.7513 4.0759 2.5070
H -3.1292 4.9119 3.2578
C -3.0406 -1.8448 -0.9081
C -2.3553 -1.6775 0.4480
C -3.2547 -2.1588 1.5877
C -1.9536 -0.2100 0.6519
H -3.3610 -2.8777 -1.0551
H -2.3560 -1.5682 -1.7117
H -3.9183 -1.1984 -0.9684
H -1.4680 -2.3246 0.4588
H -4.1621 -1.5536 1.6422
H -2.7353 -2.0976 2.5459
H -3.5468 -3.1978 1.4271
H -2.2259 0.1822 1.6314
H -2.3338 0.4440 -0.1232
C 0.9063 1.2862 -3.5831
N 0.4675 -0.0597 -3.8924
C 0.3632 -0.3813 -5.3095
C -0.6023 -1.5313 -5.5116
C -0.1655 -2.6721 -4.6138
N -0.1074 -2.2192 -3.2324
C -0.1844 -3.2557 -2.2197
C 0.2031 -0.9421 -2.8961
O 0.2481 -0.5792 -1.7023
H 0.1076 2.0099 -3.7722
H 1.7654 1.5424 -4.2054
H 1.2009 1.3411 -2.5396
H 1.3499 -0.6417 -5.7089
H 0.0141 0.5101 -5.8330
H -0.6031 -1.8448 -6.5544
H -1.6133 -1.2190 -5.2429
H 0.8133 -3.0516 -4.9300
H -0.8783 -3.4955 -4.6679
H -1.1311 -3.7918 -2.2982
H -0.1145 -2.8024 -1.2373
H 0.6384 -3.9662 -2.3348

Cartesian forces, eV/Å:
-0.29 -0.50 -0.08
-0.03 0.01 0.02
0.00 -0.03 -0.07
0.06 0.02 -0.13
0.03 0.38 0.20
0.05 -0.20 -0.09
0.02 0.07 0.00
-0.04 -0.41 -0.20
-0.11 0.16 0.39
-0.09 0.10 -0.18
0.31 0.19 -0.04
-0.12 -0.39 -0.08
0.20 0.30 0.01
-0.10 0.00 0.11
-0.06 -0.01 -0.01
0.01 0.00 0.01
0.05 0.05 -0.05
-0.43 -0.06 -0.02
-0.22 -0.19 0.34
0.04 0.07 -0.10
0.00 -0.04 -0.03
-0.03 0.05 0.05
-0.05 0.02 0.07
0.17 -0.09 -0.34
0.04 0.02 -0.04
-0.02 0.00 -0.01
0.03 0.00 0.04
-0.05 0.03 0.04
0.01 0.01 -0.02
0.03 -0.04 0.02
-0.04 0.02 0.04
-0.01 0.09 -0.05
0.01 0.00 0.01
0.02 0.01 -0.01
0.01 -0.01 -0.03
0.00 0.00 -0.01
-0.35 -0.01 -0.28
0.03 -0.27 0.06
-0.07 0.13 -0.05
-0.02 0.21 0.40
-0.17 -0.29 -0.03
-0.07 0.05 0.04
0.35 -0.14 -0.21
-0.04 0.31 0.06
0.13 -0.13 0.08
0.07 -0.04 0.09
0.08 0.06 0.06
0.01 0.09 -0.03
0.02 0.03 0.00
0.04 0.02 -0.08
0.01 -0.08 -0.10
0.04 0.05 0.01
0.06 0.08 -0.05
-0.05 0.04 -0.01
-0.11 -0.01 0.08
-0.02 -0.06 0.03
0.00 -0.07 0.00
0.16 -0.02 0.12
-0.05 -0.07 0.03
0.07 0.03 -0.08
0.99 0.44 0.03
-0.01 0.00 -0.05
-0.06 0.01 -0.06
-0.03 -0.02 0.00
-0.06 -0.06 -0.04
0.00 0.01 0.01
-0.03 0.01 0.02
-0.02 -0.01 0.04
-0.11 0.01 -0.04
-0.10 0.10 -0.03
-0.06 -0.01 0.11
0.02 0.08 -0.05
-0.10 -0.14 -0.02
0.14 0.00 0.08
-0.03 0.10 -0.11
-0.06 -0.02 0.00
0.05 0.04 0.05
0.03 -0.10 0.01
-0.04 0.06 0.22
0.03 0.01 0.00
0.00 -0.01 -0.01
0.02 0.02 -0.01
0.00 0.06 -0.02
0.03 0.01 0.02
-0.01 0.00 0.00
-0.02 -0.01 -0.02
-0.02 -0.05 0.00
0.03 -0.03 0.04
-0.01 0.00 -0.02
-0.05 -0.04 -0.02
0.00 0.02 -0.01

The orbital gap is 7.41 eV. The total charge is +1. The value obtained for the energy is -86143.407 eV. Its energy above the lowest of the compared OMol25 structures with the same formula, charge and spin is 0.349 eV.

Results of the Mulliken charge analysis, in e, for atoms 1 through 8: number 1, In, carries 2.31; number 2, C, carries -0.66; number 3, C, carries -0.50; number 4, C, carries -0.43; number 5, C, carries 0.09; number 6, N, carries -0.18; number 7, C, carries -0.25; number 8, N, carries -0.42